Record 1
Entry from the OMol25 dataset: the molecule C7H5NO4 (ωB97M-V with the def2-TZVPD basis set).

ΔE to the lowest compared entry with this formula, charge and spin ... 539.3 kJ/mol
SMILES ... O=[N+]([O-])c1ccc2c(c1)OCO2
Frontier orbital gap ... 8.24 eV
LUMO ... -0.5147 eV
Spin multiplicity ... 1
E_HOMO ... -8.76 eV

Last column: Löwdin charge in e.
Positions of all 17 atoms, in Å:
O1 1.62 -1.59 -2.23  0.018
C1 0.09 0.02 -1.00  0.094
O2 2.70 -2.45 -0.48  0.071
C2 -0.51 -0.42 1.76  0.003
H1 0.33 0.39 -2.07  0.165
C3 0.78 -0.91 -0.25  -0.140
N1 1.85 -1.71 -0.99  -0.300
H2 1.01 -2.08 1.49  0.133
C4 -0.97 0.72 1.08  -0.189
O3 -1.67 1.81 1.68  0.004
H3 -3.17 2.57 0.27  0.167
C5 -0.87 0.87 -0.27  -0.271
H4 -0.93 -0.61 2.78  0.141
C6 0.49 -1.14 1.14  -0.019
C7 -2.01 2.62 0.48  -0.050
O4 -1.47 1.92 -0.70  0.040
H5 -1.68 3.66 0.58  0.133

Record 2
Entry from the OMol25 dataset: a structure of composition C16H32BCsF4MgNO9Si (ωB97M-V with the def2-TZVPD basis set).

Net charge ... -1
Frontier orbital gap ... 1.80 eV
LUMO ... -1.3178 eV
Spin multiplicity ... 1
E_HOMO ... -3.12 eV

Last column: Löwdin charge in e.
Positions of all 66 atoms, in Å:
C1 6.09 -2.58 -2.94  -0.141
H1 -3.09 1.35 -0.22  0.094
C2 -1.22 -0.22 -0.57  -0.246
O1 3.89 -2.80 0.62  -0.040
O2 2.29 -2.73 2.16  -0.007
H2 6.05 -1.80 -4.99  0.127
Si1 1.09 0.94 -0.66  0.410
H3 -6.40 -0.35 0.33  0.144
H4 -2.40 0.05 -2.31  0.128
H5 -0.68 -1.17 -0.58  0.136
H6 5.35 -3.04 -2.29  0.122
H7 4.48 -2.40 -4.42  0.124
H8 0.59 1.73 1.74  -0.122
C3 -5.16 -3.06 2.74  -0.433
C4 -4.62 1.00 -1.67  -0.135
H9 6.83 -1.55 -1.17  0.129
O3 2.60 -4.52 0.89  0.019
H10 -4.56 -2.12 2.51  0.075
H11 -4.12 1.56 -2.45  0.139
H12 2.34 1.38 1.43  -0.314
C5 -5.65 0.29 0.77  -0.069
H13 -3.71 -0.23 1.25  0.152
O4 -0.47 0.82 -1.19  -0.206
H14 2.54 -1.06 -0.43  0.031
H15 -5.04 -5.00 1.62  0.103
C6 5.10 -0.52 -3.58  -0.505
O5 -5.09 -3.52 3.92  -0.103
C7 -5.73 1.72 0.29  -0.198
H16 -2.86 -1.40 -1.38  0.133
F1 3.51 5.57 4.38  0.031
H17 1.64 2.64 -2.42  0.040
F2 3.55 7.81 4.87  0.079
H18 1.77 -1.04 -2.01  0.056
H19 -6.18 -2.84 2.36  0.097
C8 -3.62 0.51 -0.66  -0.280
O6 -5.62 1.84 -1.11  -0.102
C9 -4.50 -4.05 1.51  -0.362
C10 6.74 -1.40 -2.24  -0.141
H20 -5.73 0.29 1.85  0.135
H21 3.13 0.04 -1.64  0.024
H22 -4.96 2.31 0.79  0.095
F3 4.41 6.30 6.37  0.089
H23 -3.47 -4.24 1.88  0.107
H24 -6.68 2.15 0.58  0.137
C11 -2.54 -0.36 -1.31  -0.085
Cs1 2.80 2.97 1.31  1.428
C12 1.28 1.00 1.25  -0.444
C13 5.40 -1.90 -4.12  -0.070
C14 2.92 -3.34 1.26  -0.987
N1 -4.29 -0.28 0.42  0.117
Mg1 -1.78 2.79 2.23  0.532
H25 1.21 0.02 1.72  0.064
B1 3.40 6.53 5.43  -1.257
H26 -4.36 -1.28 0.14  0.136
H27 7.72 -1.15 -2.65  0.123
F4 2.14 6.41 6.02  0.076
O7 -4.62 -3.38 0.39  -0.223
O8 4.34 0.30 -4.01  0.099
O9 5.85 -0.29 -2.48  0.018
H28 6.80 -3.35 -3.23  0.114
C15 2.22 -0.41 -1.25  -0.109
H29 -5.12 0.15 -2.13  0.146
C16 1.74 2.64 -1.34  -0.284
H30 1.11 3.49 -1.00  0.029
H31 -1.42 0.01 0.48  0.089
H32 2.79 2.80 -1.06  -0.067

Record 3
Entry from the OMol25 dataset: the molecule C5H8N2 (ωB97M-V with the def2-TZVPD basis set).

ΔE to the lowest compared entry with this formula, charge and spin ... 345.3 kJ/mol
Frontier orbital gap ... 8.12 eV
LUMO ... 0.7054 eV
Spin multiplicity ... 1
E_HOMO ... -7.41 eV

Last column: Löwdin charge in e.
Positions of all 15 atoms, in Å:
H1 0.46 -2.02 -0.88  0.153
C1 1.22 0.75 0.33  -0.455
H2 1.78 2.16 1.68  0.071
N1 1.95 1.90 0.71  0.044
H3 -0.84 1.41 1.02  0.117
H4 2.93 1.71 0.59  0.069
H5 -2.78 -0.35 0.33  0.081
H6 0.72 -0.58 -1.67  0.144
H7 -2.45 -0.97 -1.29  0.078
C2 -0.23 0.68 0.49  0.005
H8 -2.18 -1.99 0.13  0.078
C3 1.78 -0.33 -0.29  -0.029
N2 0.45 -1.01 -0.77  -0.006
C4 -2.09 -0.96 -0.26  -0.047
C5 -0.71 -0.41 -0.13  -0.304